No. 1
{
  "formula": "C7H4LaN2O4",
  "method": "wB97M-V/def2-TZVPD",
  "elements": ["La", "O", "C", "C", "O", "C", "O", "C", "O", "N", "C", "C", "C", "N", "H", "H", "H", "H"],
  "coordinates": [[-0.594239, -0.419701, -1.056894], [-1.095418, 3.070516, -1.613482], [-0.898738, 1.951323, -1.730330], [1.676156, -1.144454, -1.751466], [2.749287, -1.521041, -1.606927], [-2.300741, -1.853328, -1.743731], [-3.177705, -2.592267, -1.614824], [-0.489553, -0.335445, -3.641501], [-0.499239, -0.341741, -4.801439], [0.554034, -0.810307, 1.770564], [0.816417, -0.237874, 2.945779], [0.589511, 1.115324, 2.801924], [0.181940, 1.403243, 1.517865], [0.165801, 0.180473, 0.826727], [0.600637, -1.785592, 1.442586], [1.133219, -0.859838, 3.770233], [0.695732, 1.875751, 3.540596], [-0.107109, 2.304963, 0.944325]],
  "atomic_forces_ev_per_a": [[-0.235, 0.277, -0.787], [0.712, -3.786, -0.645], [-1.140, 6.306, 0.033], [6.410, -2.234, 0.328], [-4.020, 1.450, -0.806], [-7.701, -6.614, -0.371], [3.869, 3.297, -0.795], [0.046, 0.142, -7.768], [0.063, 0.023, 5.711], [-0.589, 1.075, -1.500], [-0.113, -0.847, -0.645], [-0.226, 1.825, 0.168], [0.368, -2.229, -0.678], [1.706, 0.796, 4.894], [0.279, 0.589, 0.984], [0.061, 0.222, 0.245], [0.136, 0.158, 0.632], [0.374, -0.450, 0.999]],
  "relative_energy_ev": 2.9870,
  "e_lumo_ev": -14.17,
  "e_homo_ha": -0.79040,
  "total_charge": 3
}

No. 2
{
  "formula": "C7H4N4O3",
  "method": "wB97M-V/def2-TZVPD",
  "elements": ["C", "C", "C", "C", "C", "C", "C", "N", "N", "N", "N", "O", "O", "O", "H", "H", "H", "H"],
  "coordinates": [[-0.287316, 1.452586, -1.004071], [-0.016850, 0.012239, -1.557102], [-0.205381, -0.884935, 0.869755], [0.017714, 1.058850, 2.534136], [-0.207220, 0.415916, 1.313264], [-0.208001, 1.567367, 0.326293], [-0.235436, -1.029752, -0.500582], [0.018180, 2.371096, 2.345762], [-0.191177, 2.734892, 1.108112], [1.508667, -0.279561, -1.790540], [-0.625149, -2.353357, -1.058827], [-0.480129, -2.538677, -2.221167], [2.319507, -0.126184, -0.927723], [-0.957100, -3.187431, -0.255365], [0.140493, 2.255800, -1.651643], [-0.334176, -0.271662, -2.487022], [-0.382172, -1.809867, 1.354410], [0.125546, 0.612680, 3.602312]],
  "atomic_forces_ev_per_a": [[2.975, -1.424, -1.429], [0.407, 1.388, 4.678], [-0.746, -1.332, -3.981], [-0.399, -3.848, 0.348], [1.386, 2.933, 1.393], [-1.241, -0.722, 2.083], [-1.447, -0.073, 0.297], [-0.682, 3.293, -0.998], [1.126, -0.436, 0.706], [2.899, 0.273, 0.144], [1.328, 0.661, 2.304], [-0.053, -0.083, -2.304], [-2.079, 0.262, -0.997], [-0.637, -0.792, 0.510], [-1.309, -0.302, 0.479], [-1.401, -0.279, -2.099], [-0.013, -0.411, 1.141], [-0.113, 0.891, -2.274]],
  "relative_energy_ev": 0.4198,
  "e_lumo_ev": [-2.47, -2.47],
  "e_homo_ha": [-0.34073, -0.34076]
}

No. 3
{
  "formula": "C7H4NO4ReS4",
  "method": "wB97M-V/def2-TZVPD",
  "elements": ["Re", "O", "C", "O", "C", "C", "C", "C", "C", "N", "C", "O", "O", "H", "H", "H", "H", "S", "S", "S", "S"],
  "coordinates": [[-0.803474, 0.890754, 1.442664], [-2.492643, -1.110174, -1.845159], [-1.753351, -0.508685, -0.962575], [-2.210844, 0.035900, 0.051913], [-0.295266, -0.453928, -1.221302], [0.423078, -0.916897, -2.303611], [1.798791, -0.672419, -2.312559], [2.399442, 0.027989, -1.275220], [1.600929, 0.459240, -0.226105], [0.304234, 0.200991, -0.224093], [2.027540, 1.268297, 0.984029], [3.144570, 1.636318, 1.152683], [0.983813, 1.608550, 1.769434], [-3.430148, -1.084036, -1.582747], [-0.066095, -1.443341, -3.110699], [2.397104, -1.025851, -3.140936], [3.458322, 0.247427, -1.257764], [-0.822530, -1.025336, 2.518131], [-2.308700, -1.020191, 4.006344], [-2.438069, 0.899345, 4.590773], [-1.916703, 1.986046, 2.946799]],
  "atomic_forces_ev_per_a": [[-0.106, 0.168, 0.204], [-0.027, 0.025, 0.051], [0.057, -0.014, -0.095], [0.098, -0.007, -0.064], [-0.035, 0.030, 0.016], [0.049, 0.003, 0.018], [-0.037, -0.013, -0.015], [0.003, 0.028, 0.071], [0.036, -0.149, -0.009], [0.058, -0.024, -0.060], [-0.090, 0.433, -0.053], [0.081, -0.166, 0.020], [0.086, -0.200, -0.234], [-0.004, -0.019, -0.029], [-0.003, -0.004, 0.004], [-0.002, 0.005, -0.004], [-0.001, -0.008, -0.019], [-0.071, -0.169, 0.079], [0.080, -0.260, -0.073], [-0.106, 0.114, 0.268], [-0.067, 0.228, -0.076]],
  "e_lumo_ev": [-5.27, -5.45],
  "multiplicity": 2,
  "e_homo_ha": [-0.41339, -0.42857],
  "total_charge": 1
}

No. 4
{
  "formula": "C7H5Br5N",
  "method": "wB97M-V/def2-TZVPD",
  "elements": ["C", "C", "C", "C", "C", "C", "C", "N", "Br", "Br", "Br", "Br", "Br", "H", "H", "H", "H", "H"],
  "coordinates": [[0.128796, 1.420417, 0.648723], [-0.980842, 1.634494, 1.398285], [0.439439, 0.137873, 0.217433], [-1.864542, 0.626630, 1.790022], [-0.576550, -0.831718, 0.440584], [-1.737905, -0.659364, 1.232994], [1.702755, -0.192624, -0.371319], [1.181924, -0.821668, -2.461640], [-3.066003, 1.148180, 3.117544], [-0.422404, -2.543406, -0.361740], [-2.994713, -1.944074, 1.425467], [2.731538, -1.671830, 0.158505], [2.746351, 1.204266, -1.066480], [0.780630, 2.401963, 0.519065], [-1.241897, 2.674846, 1.761284], [1.120680, 0.153157, -2.786425], [0.263781, -1.251955, -2.601546], [1.788964, -1.485188, -3.060755]],
  "atomic_forces_ev_per_a": [[1.638, 3.256, -0.135], [-1.280, 1.706, 1.039], [-0.800, -1.025, -0.121], [0.395, 0.071, -0.053], [-0.320, -1.279, 0.275], [1.767, 1.849, -0.655], [0.794, -0.203, -0.950], [0.026, -1.125, -0.904], [-0.334, -0.481, -0.202], [-0.077, 0.028, 0.095], [-1.026, -0.779, 0.445], [-0.228, 0.450, 0.045], [0.135, 0.131, 0.422], [-1.094, -2.645, -0.042], [0.644, -1.405, -0.466], [0.366, -0.828, -0.436], [-0.001, 0.343, 0.387], [-0.606, 1.936, 1.255]],
  "e_lumo_ev": -5.81,
  "e_homo_ha": -0.47200,
  "total_charge": 1
}

No. 5
{
  "formula": "C7H5BrFINO2",
  "method": "wB97M-V/def2-TZVPD",
  "elements": ["O", "N", "O", "C", "Br", "I", "F", "C", "C", "C", "C", "C", "C", "H", "H", "H", "H", "H"],
  "coordinates": [[-0.944212, 3.539701, 1.386652], [-1.110681, 3.198589, 0.283807], [0.090711, 2.880785, -0.416750], [1.180576, 3.746658, -0.109692], [1.798197, 4.285479, -1.975220], [2.788935, 2.334792, 0.609362], [-2.327982, -1.751169, 1.801821], [-1.314453, -1.705428, 0.900987], [-0.673562, -2.883296, 0.577272], [0.362063, -2.832748, -0.346513], [0.734763, -1.624698, -0.917614], [0.071697, -0.454937, -0.569966], [-0.967570, -0.490350, 0.348624], [-0.981217, -3.809949, 1.042716], [0.879151, -3.744813, -0.617035], [1.546471, -1.588412, -1.631642], [0.365264, 0.492227, -1.001309], [-1.498150, 0.407571, 0.634501]],
  "atomic_forces_ev_per_a": [[0.007, 0.336, 0.026], [0.125, -0.599, 0.174], [-0.182, 0.462, -0.382], [-0.082, -0.097, 0.243], [0.067, -0.029, -0.120], [0.049, -0.079, 0.054], [0.009, 0.001, -0.013], [-0.022, -0.002, 0.021], [0.014, -0.040, -0.005], [-0.003, 0.003, -0.006], [-0.006, -0.003, -0.022], [0.017, -0.021, -0.036], [-0.025, 0.031, -0.007], [-0.012, 0.004, 0.004], [0.007, -0.003, 0.008], [0.017, 0.010, 0.012], [0.006, 0.018, 0.038], [0.013, 0.006, 0.013]],
  "e_lumo_ev": 3.05,
  "e_homo_ha": -0.13985,
  "total_charge": -1
}

No. 6
{
  "formula": "C7H5BrN2OP",
  "method": "wB97M-V/def2-TZVPD",
  "elements": ["C", "C", "C", "C", "C", "C", "C", "N", "N", "O", "P", "Br", "H", "H", "H", "H", "H"],
  "coordinates": [[1.916013, 1.526751, 0.000688], [0.568599, 1.687686, -0.052789], [1.058113, -0.510322, 0.007177], [0.773836, -1.878132, 0.034822], [-0.538696, -2.272042, 0.013468], [-1.253800, 0.030730, -0.071519], [-1.561060, -1.301700, -0.038243], [0.043816, 0.415825, -0.045972], [2.211034, 0.182032, 0.033380], [-2.841086, 3.195021, -0.048797], [-1.585008, 3.822676, 0.146211], [-3.380711, -1.834224, -0.055781], [2.686020, 2.269737, 0.017598], [1.573470, -2.598766, 0.077143], [-0.801889, -3.316240, 0.034048], [-2.003374, 0.800928, -0.121727], [3.134720, -0.219952, 0.070294]],
  "atomic_forces_ev_per_a": [[-0.473, 0.309, -0.034], [-1.266, 2.272, 0.163], [-0.197, -0.068, 0.002], [-0.212, -0.193, -0.002], [0.254, 0.220, -0.008], [-0.659, -0.766, -0.011], [-0.259, 0.415, -0.015], [0.860, -0.873, 0.053], [-0.104, -0.282, -0.016], [-1.303, -0.783, -0.206], [2.732, -0.307, 0.074], [0.430, 0.124, -0.009], [0.176, 0.090, 0.006], [0.098, -0.071, -0.002], [0.010, -0.131, 0.011], [0.015, 0.097, 0.001], [-0.101, -0.055, -0.006]],
  "e_lumo_ev": -5.89,
  "e_homo_ha": -0.45367,
  "total_charge": 1
}

No. 7
{
  "formula": "C7H5BrOS",
  "method": "wB97M-V/def2-TZVPD",
  "elements": ["C", "C", "C", "C", "C", "C", "C", "O", "S", "Br", "H", "H", "H", "H", "H"],
  "coordinates": [[0.704313, 0.506106, 0.932708], [0.471583, 1.056773, -0.312625], [-0.216635, -0.497504, 1.337860], [-0.543033, 0.750462, -1.047211], [-1.236121, -0.910350, 0.599918], [-1.585188, -0.173938, -0.515355], [-2.764568, -0.247526, -1.150589], [-3.880639, -0.189843, -1.515115], [-1.372867, -2.879891, -2.399947], [0.345885, -2.111751, -3.496475], [1.588913, 0.756427, 1.527061], [1.162858, 1.926058, -0.543070], [0.028757, -1.088611, 2.259279], [-0.872810, 1.077815, -2.070906], [-1.843790, -1.689312, 0.980914]],
  "atomic_forces_ev_per_a": [[-1.227, -1.624, 0.608], [5.080, 3.619, 2.068], [4.242, 0.050, 2.681], [-6.942, -2.026, -3.459], [-2.323, -0.085, -0.083], [3.890, 1.594, -0.804], [-5.249, -1.403, -2.349], [4.127, 0.077, 1.238], [-0.668, 0.420, 0.395], [0.184, 0.320, 0.038], [-0.562, -0.010, -0.207], [-0.798, -1.388, -0.460], [-0.343, 0.760, -0.877], [1.201, 0.369, 1.192], [-0.611, -0.673, 0.018]],
  "relative_energy_ev": 3.2866,
  "e_lumo_ev": -2.16,
  "e_homo_ha": -0.25754
}

No. 8
{
  "formula": "C7H5ClFO2",
  "method": "wB97M-V/def2-TZVPD",
  "elements": ["C", "C", "C", "C", "C", "C", "C", "O", "O", "F", "Cl", "H", "H", "H", "H", "H"],
  "coordinates": [[-1.804924, 0.158039, 0.160975], [-1.109002, 0.332108, 1.382061], [-1.237171, -0.422396, -0.926232], [0.274625, 0.185886, 1.440208], [1.612480, 1.204866, -0.704284], [0.147816, -1.025158, -0.894126], [1.011883, -0.205164, 0.265196], [2.213256, 0.905955, -1.683147], [1.205966, 2.220596, -0.218564], [0.107041, -2.372695, -0.472703], [2.461716, -1.131121, 0.734997], [-2.745644, 0.715100, 0.283467], [-1.666525, 0.783918, 2.146261], [-1.961902, -0.712659, -1.860901], [0.900483, 0.537956, 2.227235], [0.589908, -1.175224, -1.880445]],
  "atomic_forces_ev_per_a": [[0.299, 0.131, -0.627], [3.955, -0.146, 0.134], [-2.594, -0.970, -1.859], [-2.778, 0.272, -0.846], [-1.619, -0.823, 1.631], [0.626, 0.773, 2.504], [-0.317, -0.952, -3.597], [1.559, -1.347, -1.998], [-0.576, 2.161, 1.118], [-0.679, -0.627, 0.238], [0.220, -0.204, -0.057], [-0.168, -0.916, -1.208], [-0.358, 0.494, 1.293], [2.033, 0.976, 2.183], [-0.011, 0.043, 0.839], [0.409, 1.135, 0.251]],
  "relative_energy_ev": 0.7314,
  "e_lumo_ev": 3.56,
  "e_homo_ha": -0.14867,
  "total_charge": -1
}

No. 9
{
  "formula": "C7H5NO3",
  "method": "wB97M-V/def2-TZVPD",
  "elements": ["C", "C", "C", "C", "C", "C", "C", "H", "H", "H", "H", "H", "N", "O", "O", "O"],
  "coordinates": [[-2.890240, 0.251905, 0.199300], [-1.318558, 0.166955, -0.085789], [-0.609790, 1.272294, -0.317189], [0.855111, 1.174551, -0.409694], [1.380055, -0.051293, -0.061704], [0.584249, -1.321786, -0.037705], [-0.771861, -1.151639, -0.013325], [-3.285920, 1.246402, 0.138755], [-1.185437, 2.193574, -0.376537], [1.522946, 1.979882, -0.317225], [1.032809, -2.319565, 0.060641], [-1.355033, -2.113981, 0.082245], [2.849067, -0.140521, 0.195866], [-3.508134, -0.741181, 0.390383], [3.237222, 0.464024, 1.129080], [3.463512, -0.909622, -0.577103]],
  "atomic_forces_ev_per_a": [[3.532, -0.621, -1.139], [-3.232, -2.308, 0.786], [2.336, 0.894, -0.549], [-2.170, -1.743, 2.020], [-1.144, -1.978, -1.196], [1.257, 2.426, 0.375], [0.283, -0.950, -0.032], [-0.676, 0.969, 0.138], [0.585, 0.197, -0.100], [0.445, 1.291, -0.403], [0.060, 0.753, -0.069], [0.134, 1.680, -0.103], [-1.520, -2.643, -3.123], [-0.972, -0.461, 0.373], [1.512, 1.009, 1.385], [-0.429, 1.484, 1.639]],
  "relative_energy_ev": 4.6219,
  "e_lumo_ev": -0.45,
  "e_homo_ha": -0.37415
}

No. 10
{
  "formula": "C7H5NOS",
  "method": "wB97M-V/def2-TZVPD",
  "elements": ["C", "C", "C", "C", "C", "C", "C", "H", "H", "H", "H", "H", "N", "O", "S"],
  "coordinates": [[-0.476972, 0.252168, -1.104820], [0.170509, 1.518941, -1.447392], [-0.118204, 1.878214, -2.821076], [-0.170071, -0.284720, 0.281042], [-0.633155, -1.486785, 0.780685], [-0.117104, -1.671313, 2.097353], [0.715036, -0.706659, 2.546526], [1.285820, 1.315550, -1.306442], [-0.135670, 2.339840, -0.752406], [-1.306971, -2.109238, 0.133648], [-0.117567, -2.619744, 2.610721], [1.219729, -0.657929, 3.469386], [-0.177127, 2.230739, -3.921600], [-1.058151, -0.504636, -1.900118], [0.919898, 0.505572, 1.334493]],
  "atomic_forces_ev_per_a": [[-0.893, -4.310, 0.298], [0.903, 1.073, 0.163], [0.605, 0.962, -1.741], [-0.594, -0.088, -0.991], [-0.083, 0.842, -0.612], [0.102, -1.576, -0.384], [-0.312, 0.844, -1.573], [-1.284, 0.559, -0.302], [0.323, -0.620, -0.487], [0.815, 0.488, 1.127], [-0.684, -0.050, 0.269], [0.557, 0.016, 0.752], [-0.203, -0.463, 1.265], [0.933, 2.237, 1.439], [-0.185, 0.086, 0.776]],
  "relative_energy_ev": 2.0332,
  "e_lumo_ev": -0.43,
  "e_homo_ha": -0.35792
}

Short version: E = -709.9406, -713.5800, -2295.7342, -13194.2343, -3446.4686, -3369.5490, -3317.0509, -980.2820, -550.0771, -797.8886 hartree, in the order given.